(1)
Computed, not measured: a cluster of 2 separate species, C20H22Cl2N4O6 in total at a distorted geometry, with ωB97M-V with the def2-TZVPD basis set.

Structure (XYZ):
```
54
Properties=species:S:1:pos:R:3:forces:R:3
O -3.442 -1.449 2.854 0.304 0.045 0.116
O 2.619 0.312 2.566 -0.508 0.589 0.455
O -2.737 -0.683 -5.133 0.323 -0.096 0.329
O -1.431 -2.515 -1.940 0.116 0.528 0.021
Cl 4.479 2.785 8.568 -0.172 -0.191 -0.375
Cl 3.278 -1.265 5.167 -0.048 0.650 0.128
O -5.413 -2.099 1.161 0.901 0.514 -0.824
O 1.198 2.301 0.585 -0.325 -0.540 0.075
C -3.231 -1.106 1.692 -2.384 -1.073 0.941
C 1.993 0.965 3.392 0.072 -1.229 -2.089
C -1.621 -0.534 -5.606 -1.864 0.109 -0.681
C -0.867 -2.364 -3.016 -0.945 0.280 0.818
C 3.153 3.162 6.217 0.050 0.055 -0.021
C 3.798 0.894 6.718 0.074 -0.083 0.067
C -0.705 0.979 -0.247 -0.053 -0.199 0.450
C -1.791 0.136 0.028 0.377 0.260 0.580
C 2.579 2.732 5.018 0.374 -0.471 0.588
C -1.189 0.143 2.358 -0.127 -0.049 -0.535
C 3.764 2.244 7.071 -0.347 -0.215 -0.725
C 3.230 0.448 5.519 0.005 0.601 0.107
C 0.157 1.415 0.779 0.063 0.259 -0.488
C -2.060 -0.279 1.344 0.629 0.573 -1.215
C 2.614 1.374 4.654 0.101 0.533 1.233
C -0.095 0.967 2.092 -0.731 -0.525 -0.601
N -4.206 -1.445 0.769 1.373 0.632 0.680
N 0.683 1.355 3.186 0.981 0.575 1.281
N -0.632 -3.450 -3.764 0.720 -0.537 -1.033
N -0.505 -0.637 -4.887 1.515 -0.275 1.095
C 1.634 2.577 -0.752 -0.359 -0.231 0.058
C -1.450 -0.215 -7.073 0.011 0.007 0.118
C 0.105 -3.578 -5.020 -0.352 0.241 0.247
C -0.485 -0.934 -3.449 -0.087 -0.220 -0.751
H -5.363 -2.315 2.116 0.922 0.516 -0.443
H 3.131 4.214 6.488 0.001 -0.161 -0.046
H 4.272 0.179 7.383 -0.087 0.063 -0.108
H -0.559 1.303 -1.269 0.112 0.045 0.107
H -2.423 -0.183 -0.796 0.191 0.063 0.089
H 2.120 3.463 4.356 0.048 -0.232 0.088
H -1.368 -0.183 3.379 -0.017 -0.001 -0.172
H -4.042 -1.221 -0.211 -1.047 -0.669 0.373
H 0.188 1.597 4.036 -0.020 0.050 -0.270
H -0.997 -4.299 -3.359 0.009 0.165 0.085
H 0.374 -0.490 -5.354 -0.038 -0.024 0.027
H 0.870 3.136 -1.302 0.006 -0.044 0.022
H 1.858 1.649 -1.287 -0.052 0.025 0.079
H 2.545 3.182 -0.721 -0.249 -0.159 0.391
H -0.951 0.746 -7.180 0.123 0.010 -0.165
H -2.433 -0.167 -7.540 0.139 -0.022 0.121
H -0.862 -0.998 -7.548 0.138 0.045 -0.174
H 0.386 -4.622 -5.172 -0.028 0.154 0.126
H 1.015 -2.975 -4.994 -0.025 -0.087 -0.090
H -0.525 -3.264 -5.854 0.175 -0.019 -0.133
H -1.174 -0.253 -2.951 -0.037 -0.280 0.090
H 0.517 -0.736 -3.068 0.050 0.046 -0.048
```
Forces are in eV/Å.

Results
HOMO	-0.3146	hartree
gap between HOMO and LUMO	8.75	eV
strongest force on any atom	2.78	eV/Å
E	-64386.6096	eV

(2)
Computed, not measured: a structure of composition C20H22CuN6O3S at a distorted geometry, with ωB97M-V with the def2-TZVPD basis set.

Structure (XYZ):
```
53
Properties=species:S:1:pos:R:3:forces:R:3
Cu -0.544 -0.827 0.999 0.732 0.101 0.139
O -0.734 -2.672 0.875 -0.281 -0.042 0.040
C 0.121 -3.501 0.352 0.324 -0.193 -0.041
C -0.318 -4.815 0.059 -0.104 0.064 0.098
C 0.510 -5.739 -0.525 0.078 0.072 -0.007
C 1.830 -5.408 -0.859 0.110 -0.107 -0.060
C 2.297 -4.157 -0.558 -0.021 0.119 0.056
C 1.484 -3.193 0.064 -0.394 -0.176 -0.072
C 2.071 -1.939 0.406 0.288 0.307 0.181
N 1.420 -0.948 0.904 -1.114 -0.172 -0.127
N 2.078 0.153 1.382 0.761 0.288 0.085
C 1.256 1.031 1.865 -0.028 -0.421 -0.196
O -0.044 0.913 1.845 -0.172 0.025 -0.007
C 1.835 2.230 2.518 -0.070 0.150 0.052
C 3.029 2.792 2.075 -0.049 -0.046 -0.012
C 3.523 3.935 2.682 0.018 0.018 -0.014
C 2.842 4.514 3.744 0.021 0.018 0.003
C 1.672 3.935 4.213 -0.029 0.064 0.015
C 1.166 2.800 3.599 -0.001 -0.030 -0.081
H -1.341 -5.057 0.319 -0.006 -0.004 -0.029
H 0.143 -6.736 -0.733 -0.048 0.015 -0.012
H 2.470 -6.132 -1.344 -0.001 -0.001 0.004
H 3.313 -3.875 -0.808 0.028 -0.049 0.025
H 3.147 -1.819 0.280 -0.004 0.009 0.057
H 3.553 2.322 1.254 -0.001 0.011 -0.017
H 4.443 4.379 2.323 0.006 -0.002 0.002
H 3.226 5.413 4.209 0.019 -0.012 0.021
H 1.154 4.369 5.059 0.002 -0.008 0.013
H 0.263 2.328 3.967 -0.031 0.027 -0.025
N -3.609 4.312 1.076 0.023 0.009 0.060
C -2.815 3.225 1.112 0.135 -0.159 -0.079
N -1.589 3.323 1.619 0.222 -0.369 0.063
N -3.323 2.117 0.607 -0.502 0.279 -0.005
C -2.710 0.990 0.504 0.087 -0.398 -0.297
N -2.283 -0.076 0.292 -0.019 0.384 0.447
H -3.309 5.206 1.415 0.016 -0.010 0.032
H -4.542 4.202 0.725 0.008 -0.010 -0.040
H -1.266 4.163 2.065 -0.010 0.011 -0.024
H -1.008 2.471 1.710 -0.030 0.179 0.009
O 0.258 -2.561 -2.771 0.464 -0.266 -0.128
S -0.964 -1.904 -2.250 -0.360 0.438 -0.482
C -2.235 -2.137 -3.574 0.022 0.169 0.364
C -2.153 -0.967 -4.562 0.074 0.055 -0.047
C -0.859 -0.212 -4.262 -0.028 0.041 -0.080
C -0.790 -0.147 -2.749 -0.034 -0.251 0.019
H -3.198 -2.208 -3.068 -0.058 -0.079 -0.113
H -1.983 -3.095 -4.024 0.026 -0.053 0.106
H -3.003 -0.298 -4.414 -0.019 -0.012 -0.023
H -2.178 -1.314 -5.595 -0.059 -0.018 0.014
H -0.836 0.773 -4.730 -0.008 0.001 0.026
H -0.003 -0.786 -4.622 0.025 0.060 -0.023
H -1.623 0.406 -2.310 0.005 0.036 0.005
H 0.158 0.222 -2.358 -0.013 -0.063 0.105
```
Forces are in eV/Å.

Results
HOMO (alpha / beta)	-0.2658 / -0.2651	hartree
spin multiplicity	2
gap between HOMO and LUMO (alpha / beta)	7.38 / 7.13	eV
strongest force on any atom	1.13	eV/Å
E	-91655.2813	eV

(3)
Computed, not measured: an isolated molecule of C20H22F3N5 at a distorted geometry, with ωB97M-V with the def2-TZVPD basis set.

Structure (XYZ):
```
50
Properties=species:S:1:pos:R:3:forces:R:3
C -3.197 -3.301 -0.724 -0.211 0.244 0.013
H -2.655 -3.456 -1.653 0.068 -0.059 -0.101
H -4.039 -3.988 -0.699 -0.060 -0.149 -0.036
H -2.530 -3.535 0.102 0.080 -0.043 0.084
C -3.693 -1.864 -0.608 0.105 -0.234 0.006
N -2.584 -0.920 -0.609 -0.088 0.086 -0.026
C -2.129 -0.597 -1.954 0.291 0.049 -0.023
C -0.648 -0.231 -1.986 -0.291 -0.052 -0.102
H -0.322 -0.113 -3.016 0.096 0.074 -0.103
H -0.452 0.703 -1.464 0.068 0.131 0.070
H -0.062 -1.020 -1.523 0.087 -0.086 0.047
H -2.272 -1.483 -2.575 -0.066 0.039 -0.028
H -2.725 0.219 -2.396 -0.042 -0.115 -0.010
C -2.836 0.259 0.200 -0.054 -0.049 0.169
H -2.137 1.036 -0.115 -0.048 0.049 -0.013
C -2.616 -0.031 1.690 0.237 -0.059 -0.328
H -3.378 -0.719 2.056 -0.034 0.020 0.093
H -2.709 0.898 2.257 -0.068 0.017 0.099
C -1.249 -0.669 1.929 -0.265 -0.267 0.363
N -0.200 0.259 1.587 0.029 0.691 -0.226
C 0.984 -0.055 1.035 0.058 -0.631 0.148
C 1.463 -1.357 0.968 -0.115 0.059 0.003
C 2.716 -1.634 0.421 0.276 0.618 -0.187
C 3.540 -0.626 -0.049 -0.876 -0.474 0.426
C 4.822 -0.868 -0.581 0.335 0.019 -0.160
N 5.863 -1.082 -1.009 0.368 -0.062 -0.153
C 3.056 0.704 0.009 -0.034 0.211 0.016
N 3.652 1.789 -0.391 0.485 -0.291 -0.168
C 2.774 2.805 -0.176 -0.661 -0.252 0.324
C 2.939 4.159 -0.454 -0.098 -0.049 0.051
C 1.889 5.005 -0.182 0.074 0.036 -0.049
C 0.691 4.521 0.344 -0.155 0.003 0.065
C 0.509 3.182 0.632 -0.262 -0.056 0.126
C 1.566 2.312 0.389 0.303 0.826 -0.252
N 1.761 0.946 0.527 0.397 -0.269 -0.121
H -0.453 2.867 1.010 -0.039 0.027 -0.002
H -0.121 5.208 0.528 -0.068 0.036 0.021
H 1.982 6.061 -0.386 0.019 0.091 -0.024
H 3.866 4.508 -0.877 0.123 0.043 -0.054
C 3.200 -3.056 0.360 0.225 -0.852 -0.002
F 2.295 -3.929 0.838 -0.254 0.151 0.098
F 4.316 -3.251 1.078 -0.003 0.271 0.034
F 3.467 -3.452 -0.894 -0.046 0.258 -0.075
H 0.872 -2.160 1.368 -0.062 -0.014 0.056
H -0.391 1.230 1.770 0.104 -0.093 -0.042
H -1.174 -1.542 1.279 0.048 0.043 0.084
H -1.156 -0.983 2.977 0.003 -0.056 -0.121
H -3.855 0.655 0.053 0.091 0.023 -0.045
H -4.236 -1.761 0.334 -0.056 0.035 -0.043
H -4.404 -1.647 -1.422 -0.013 0.059 0.103
```
Forces are in eV/Å.

Results
HOMO	-0.2905	hartree
energy relative to the best compared isomer or geometry (same formula, charge and spin)	1.07	kcal/mol
gap between HOMO and LUMO	7.58	eV
strongest force on any atom	1.08	eV/Å
E	-36700.7171	eV

(4)
Computed, not measured: a structure of composition C20H22F6N4O4S2V at a distorted geometry, with ωB97M-V with the def2-TZVPD basis set.

Structure (XYZ):
```
59
Properties=species:S:1:pos:R:3:forces:R:3
V 0.426 -0.143 0.139 -1.798 2.137 -1.481
N -0.568 -0.844 -1.567 -0.767 0.505 0.039
C -0.121 -2.203 -1.783 0.500 -0.608 -0.700
C -1.055 -3.203 -1.993 0.917 -0.640 -0.315
C -0.595 -4.481 -2.349 -1.255 0.245 0.064
C 0.751 -4.754 -2.466 0.239 -0.242 0.191
C 1.685 -3.747 -2.289 0.248 0.154 0.392
C 1.277 -2.455 -1.941 -1.286 -0.530 0.358
C 2.221 -1.365 -1.783 1.198 1.008 0.054
C 3.364 -1.329 -2.598 -0.940 0.405 -0.211
C 4.030 -0.136 -2.828 0.456 0.538 0.379
C 3.693 1.008 -2.066 0.304 -1.110 -0.388
C 2.821 0.855 -1.001 0.111 0.683 0.240
C 2.020 -0.283 -0.899 1.027 -0.506 -0.326
H -1.607 -0.739 -1.617 1.021 -0.285 0.146
H -0.214 -0.248 -2.331 -0.110 -0.020 0.363
H -2.112 -3.001 -1.951 -0.204 0.077 0.033
H -1.362 -5.232 -2.576 0.526 0.143 0.249
H 1.091 -5.771 -2.626 -0.087 0.125 -0.280
H 2.759 -3.975 -2.369 -0.659 0.146 0.056
H 3.529 -2.195 -3.202 0.451 -0.232 -0.397
H 4.858 -0.095 -3.561 -0.757 0.045 0.415
H 4.105 1.966 -2.318 0.413 0.222 0.203
H 2.771 1.657 -0.244 -0.315 -0.243 -0.608
C 0.865 0.602 2.425 -0.052 0.866 0.635
C 0.802 0.803 3.978 -0.614 0.529 0.249
N 0.015 -0.259 4.645 -0.228 -0.933 -2.323
C -1.334 -0.278 3.980 0.129 -0.794 0.239
C -1.209 -0.629 2.445 -0.174 -0.237 0.512
N 0.228 -0.667 2.057 -0.483 -0.698 0.194
C 0.935 -1.745 2.769 0.015 -0.188 0.346
C 0.646 -1.576 4.283 1.023 1.181 0.573
H 1.897 0.560 2.078 0.251 0.022 -0.012
H 0.361 1.445 1.916 0.006 -0.225 0.137
H 0.259 1.743 4.191 0.614 -0.338 -0.078
H 1.830 0.860 4.351 -0.366 -0.093 0.274
H -1.842 0.670 4.119 0.101 0.229 0.026
H -1.962 -1.054 4.473 0.540 0.532 -0.283
H -1.662 0.113 1.803 -0.393 0.561 -0.043
H -1.715 -1.579 2.198 0.574 0.204 0.147
H 2.005 -1.644 2.578 -0.088 -0.010 -0.163
H 0.610 -2.722 2.403 -0.059 0.172 -0.034
H 1.599 -1.597 4.818 -0.096 -0.168 0.005
H 0.057 -2.383 4.644 -0.685 -0.530 0.396
F -0.692 4.645 -3.018 0.765 -1.784 0.613
C -0.134 3.490 -2.497 -2.358 0.726 -1.928
F -0.656 2.402 -3.189 0.922 1.349 0.664
F 1.159 3.549 -2.691 0.025 -0.312 0.511
S -0.796 3.367 -0.777 -2.275 0.198 0.888
O -0.390 1.930 -0.462 1.260 0.230 0.870
O -0.214 4.526 -0.083 -0.746 -2.794 -0.961
N -2.351 3.193 -0.860 0.625 0.299 -0.304
S -3.839 3.843 -1.232 2.713 2.342 -1.000
O -3.960 5.175 -0.697 -0.195 -1.126 -0.640
O -4.199 3.519 -2.583 0.176 0.064 0.859
C -4.825 2.803 -0.178 -1.986 -0.855 1.649
F -4.619 3.226 1.106 -0.151 -1.173 -1.231
F -6.188 2.862 -0.399 2.351 0.176 0.016
F -4.447 1.521 -0.375 -0.377 0.563 0.725
```
Forces are in eV/Å.

Results
HOMO (alpha / beta)	-0.4412 / -0.4441	hartree
spin multiplicity	3
energy relative to the best compared isomer or geometry (same formula, charge and spin)	0.00	kcal/mol
gap between HOMO and LUMO (alpha / beta)	7.23 / 7.86	eV
strongest force on any atom	3.72	eV/Å
E	-98900.4567	eV
net charge	+1

E of number 2 (C20H22CuN6O3S)? -91655.2813 eV

The lowest strongest force on any atom belongs to which entry? C20H22F3N5

What is the strongest force on any atom in the second record? 1.13 eV/Å